{"formula": "C21H48BN2O6PS", "method": "wB97M-V/def2-TZVPD", "homo_energy_ha": -0.288, "total_energy_ev": -58621.945, "homo_lumo_gap_ev": 8.07, "spin_multiplicity": 1, "largest_force_ha_per_bohr": 0.0187, "species": ["C", "C", "P", "C", "C", "C", "C", "O", "C", "O", "S", "O", "O", "C", "C", "B", "O", "O", "H", "H", "H", "H", "H", "H", "H", "H", "H", "H", "H", "H", "H", "H", "H", "H", "H", "H", "C", "C", "N", "C", "C", "C", "C", "H", "H", "H", "H", "H", "H", "H", "H", "H", "H", "H", "H", "H", "H", "H", "C", "C", "N", "C", "C", "C", "C", "H", "H", "H", "H", "H", "H", "H", "H", "H", "H", "H", "H", "H", "H", "H"], "xyz": [[0.96, 1.80, -3.50], [-0.17, 2.56, -4.21], [-1.57, 3.23, -3.21], [-0.71, 4.15, -1.84], [-2.47, 1.75, -2.44], [-3.84, 2.26, -1.88], [-4.30, 3.65, -2.27], [-4.96, 3.89, -3.24], [-1.78, 1.10, -1.22], [-0.86, 0.04, -1.57], [-1.59, -1.30, -2.03], [-1.90, -2.10, -0.88], [-0.75, -1.85, -3.05], [-3.06, -0.67, -2.81], [-2.67, 0.64, -3.51], [-3.65, 0.98, -4.72], [-3.66, 2.18, -5.40], [-4.55, 0.01, -5.08], [0.67, 0.79, -3.22], [1.32, 2.32, -2.61], [1.82, 1.71, -4.17], [0.24, 3.42, -4.75], [-0.61, 1.90, -4.96], [0.38, 4.08, -1.89], [-0.98, 5.19, -2.01], [-1.07, 3.90, -0.85], [-3.76, 2.27, -0.79], [-4.65, 1.56, -2.13], [-4.05, 4.45, -1.55], [-1.23, 1.79, -0.58], [-2.55, 0.65, -0.58], [-3.32, -1.45, -3.53], [-3.85, -0.53, -2.08], [-1.69, 0.43, -3.98], [-2.86, 2.41, -5.89], [-4.68, -0.03, -6.03], [1.39, 2.34, 4.64], [1.36, 1.76, 3.24], [1.78, 2.72, 2.22], [1.49, 2.28, 0.87], [2.21, 1.04, 0.34], [3.08, 3.33, 2.43], [4.30, 2.41, 2.55], [0.80, 3.25, 4.70], [0.97, 1.61, 5.34], [2.40, 2.56, 4.98], [0.34, 1.47, 3.00], [1.96, 0.84, 3.22], [1.68, 3.11, 0.18], [0.41, 2.10, 0.81], [3.26, 1.25, 0.09], [1.73, 0.71, -0.59], [2.18, 0.20, 1.04], [3.03, 3.94, 3.34], [3.24, 4.05, 1.62], [4.11, 1.56, 3.20], [5.14, 2.96, 2.98], [4.63, 2.03, 1.58], [-0.73, -2.95, 2.13], [0.51, -3.68, 1.66], [1.35, -4.16, 2.75], [2.66, -4.61, 2.32], [2.74, -5.83, 1.40], [0.68, -5.00, 3.73], [0.00, -6.28, 3.24], [-0.47, -2.13, 2.81], [-1.25, -2.53, 1.27], [-1.43, -3.61, 2.65], [1.11, -2.99, 1.07], [0.20, -4.49, 0.98], [3.27, -4.79, 3.21], [3.13, -3.76, 1.81], [2.55, -6.76, 1.93], [3.75, -5.90, 0.98], [2.04, -5.76, 0.56], [-0.07, -4.39, 4.24], [1.41, -5.25, 4.51], [-0.58, -6.11, 2.34], [-0.69, -6.65, 4.01], [0.71, -7.08, 3.04]]}

***

{"formula": "C35H47As2AuOP2", "method": "wB97M-V/def2-TZVPD", "homo_energy_ha": [-0.431, -0.516], "total_energy_ev": -183038.031, "s_squared": 2.009, "homo_lumo_gap_ev": [6.81, 7.11], "total_charge": 2, "spin_multiplicity": 3, "largest_force_ha_per_bohr": 0.0120, "e_above_lowest_kcal_mol": 0.0, "species": ["Au", "C", "C", "As", "C", "C", "C", "C", "C", "C", "C", "C", "C", "C", "C", "C", "As", "C", "C", "C", "C", "C", "C", "C", "C", "C", "C", "C", "C", "H", "H", "H", "H", "H", "H", "H", "H", "H", "H", "H", "H", "H", "H", "H", "H", "H", "H", "H", "H", "H", "H", "H", "H", "C", "P", "C", "C", "C", "P", "C", "C", "H", "H", "H", "H", "H", "H", "H", "H", "H", "H", "H", "H", "H", "H", "H", "H", "C", "C", "C", "O", "H", "H", "H", "H", "H", "H", "H"], "xyz": [[-0.17, 0.48, 0.38], [2.09, -2.26, -0.48], [2.87, -1.30, 0.39], [2.31, 0.54, 0.04], [2.56, 0.72, -1.86], [1.51, 1.14, -2.67], [1.69, 1.20, -4.05], [2.90, 0.84, -4.61], [3.95, 0.41, -3.80], [3.78, 0.35, -2.42], [3.65, 1.60, 0.90], [4.41, 2.52, 0.18], [5.40, 3.24, 0.83], [5.62, 3.05, 2.19], [4.86, 2.14, 2.90], [3.87, 1.41, 2.26], [0.15, -2.01, -0.28], [-0.57, -2.19, -2.05], [-0.23, -3.28, -2.83], [-0.72, -3.38, -4.13], [-1.56, -2.40, -4.63], [-1.92, -1.31, -3.84], [-1.42, -1.20, -2.55], [-0.41, -3.58, 0.67], [0.28, -3.95, 1.82], [-0.13, -5.07, 2.53], [-1.23, -5.80, 2.09], [-1.91, -5.42, 0.95], [-1.51, -4.30, 0.23], [2.31, -3.30, -0.22], [2.31, -2.12, -1.54], [3.95, -1.36, 0.22], [2.69, -1.48, 1.45], [0.56, 1.42, -2.24], [0.87, 1.53, -4.68], [3.04, 0.89, -5.68], [4.90, 0.13, -4.24], [4.60, 0.01, -1.80], [4.25, 2.67, -0.88], [5.99, 3.96, 0.28], [6.40, 3.62, 2.69], [5.04, 1.99, 3.96], [3.28, 0.69, 2.83], [0.42, -4.06, -2.45], [-0.46, -4.23, -4.74], [-1.95, -2.48, -5.63], [-2.58, -0.55, -4.23], [-1.71, -0.36, -1.93], [1.14, -3.39, 2.17], [0.40, -5.37, 3.42], [-1.54, -6.68, 2.65], [-2.76, -6.00, 0.61], [-2.04, -4.02, -0.67], [1.00, 4.00, -0.16], [-0.11, 3.01, 0.87], [0.66, 3.00, 2.52], [-1.56, 4.11, 1.09], [-2.67, 3.49, 1.95], [-3.09, 1.79, 1.34], [-3.69, 2.19, -0.32], [-4.52, 1.41, 2.37], [1.07, 5.01, 0.27], [0.64, 4.07, -1.18], [2.00, 3.57, -0.17], [0.75, 4.02, 2.90], [1.66, 2.56, 2.46], [0.07, 2.41, 3.22], [-1.93, 4.39, 0.10], [-1.16, 5.01, 1.55], [-3.59, 4.09, 1.90], [-2.37, 3.42, 2.99], [-4.29, 3.10, -0.29], [-4.29, 1.36, -0.69], [-2.86, 2.34, -1.01], [-5.34, 2.08, 2.10], [-4.26, 1.59, 3.42], [-4.85, 0.39, 2.27], [-4.29, -1.44, 0.30], [-2.90, -1.25, 0.89], [-2.73, -1.69, 2.33], [-2.42, 0.11, 0.66], [-4.57, -2.49, 0.39], [-4.29, -1.18, -0.76], [-5.06, -0.86, 0.80], [-2.25, -1.87, 0.29], [-3.37, -1.13, 3.02], [-1.69, -1.55, 2.65], [-2.97, -2.75, 2.43]]}

***

{"formula": "C34H88N7O8Sr", "method": "wB97M-V/def2-TZVPD", "homo_energy_ha": -0.388, "total_energy_ev": -64324.403, "homo_lumo_gap_ev": 8.95, "total_charge": 1, "spin_multiplicity": 1, "largest_force_ha_per_bohr": 0.0865, "species": ["Sr", "C", "O", "H", "H", "H", "C", "C", "C", "C", "C", "C", "N", "O", "C", "C", "C", "H", "H", "H", "H", "H", "H", "H", "H", "H", "H", "H", "H", "H", "H", "H", "H", "H", "H", "H", "C", "C", "C", "O", "C", "N", "H", "H", "H", "H", "H", "H", "H", "H", "H", "H", "H", "C", "C", "C", "O", "C", "N", "H", "H", "H", "H", "H", "H", "H", "H", "H", "H", "H", "C", "C", "C", "O", "C", "N", "H", "H", "H", "H", "H", "H", "H", "H", "H", "H", "H", "C", "C", "C", "O", "C", "N", "H", "H", "H", "H", "H", "H", "H", "H", "H", "H", "H", "C", "C", "C", "O", "C", "N", "H", "H", "H", "H", "H", "H", "H", "H", "H", "H", "H", "C", "C", "C", "O", "C", "N", "H", "H", "H", "H", "H", "H", "H", "H", "H", "H", "H"], "xyz": [[0.28, -2.31, 1.54], [-0.36, 0.89, -0.14], [-0.03, -0.31, 0.51], [-1.40, 1.19, -0.08], [0.22, 1.76, 0.19], [-0.11, 0.92, -1.21], [-3.29, 1.51, -2.75], [-2.43, 1.43, -3.98], [-2.18, 2.80, -4.54], [-1.13, 2.89, -5.64], [0.18, 2.28, -5.09], [-0.01, 0.94, -4.52], [-1.10, 0.94, -3.49], [-1.30, -0.44, -3.02], [-0.09, -0.14, -5.54], [1.24, 0.66, -3.76], [-3.02, 0.38, -4.96], [-2.73, 1.74, -1.78], [-3.82, 0.56, -2.51], [-3.97, 2.38, -2.88], [-3.12, 3.36, -4.71], [-1.79, 3.43, -3.72], [-0.83, 3.94, -5.92], [-1.53, 2.36, -6.52], [0.62, 2.95, -4.31], [0.95, 2.37, -5.93], [-0.93, -0.11, -6.25], [0.74, -0.26, -6.20], [-0.20, -1.14, -5.15], [1.58, 1.50, -3.12], [0.99, -0.24, -3.14], [2.10, 0.42, -4.37], [-2.83, 0.68, -5.96], [-4.12, 0.22, -4.84], [-2.66, -0.60, -4.76], [-1.17, -0.42, -2.07], [-1.92, 0.22, 3.40], [-1.02, 1.41, 3.37], [-1.02, 2.52, 4.41], [-2.32, 3.01, 4.41], [-2.33, 4.31, 5.00], [0.34, 0.84, 3.28], [-2.95, 0.47, 3.51], [-1.57, -0.38, 4.26], [-1.77, -0.30, 2.46], [-1.21, 1.99, 2.49], [-0.24, 3.23, 4.14], [-0.67, 2.09, 5.40], [-3.38, 4.67, 5.01], [-1.75, 4.97, 4.37], [-2.02, 4.34, 6.05], [0.51, 0.59, 2.25], [1.02, 1.51, 3.53], [-3.99, -3.19, -0.07], [-2.69, -3.09, 0.78], [-3.14, -3.36, 2.17], [-1.98, -3.26, 2.99], [-2.31, -3.23, 4.39], [-1.62, -3.98, 0.43], [-4.51, -4.09, 0.18], [-3.83, -3.07, -1.16], [-4.67, -2.36, 0.20], [-2.36, -2.04, 0.71], [-3.52, -4.40, 2.20], [-3.92, -2.75, 2.60], [-1.37, -3.55, 4.88], [-3.00, -4.02, 4.62], [-2.63, -2.25, 4.77], [-1.53, -3.91, -0.59], [-1.90, -4.89, 0.78], [2.25, -2.48, 6.27], [2.06, -2.84, 4.81], [1.47, -4.20, 4.62], [1.12, -4.44, 3.25], [1.22, -5.80, 2.90], [1.11, -1.88, 4.23], [1.37, -2.30, 6.88], [2.85, -1.55, 6.21], [2.86, -3.20, 6.80], [3.02, -2.75, 4.26], [0.57, -4.34, 5.27], [2.20, -4.95, 5.05], [1.21, -5.91, 1.83], [0.31, -6.31, 3.31], [2.13, -6.26, 3.29], [0.21, -1.84, 4.64], [1.39, -0.94, 4.27], [0.67, 4.79, 0.78], [0.73, 4.62, -0.76], [0.47, 5.99, -1.39], [0.31, 5.89, -2.80], [-0.12, 7.19, -3.30], [2.08, 4.00, -1.02], [-0.34, 5.13, 1.08], [1.43, 5.52, 1.12], [0.85, 3.88, 1.28], [-0.05, 3.96, -1.12], [1.31, 6.66, -1.12], [-0.48, 6.39, -1.02], [-0.43, 7.01, -4.29], [0.59, 7.99, -3.13], [-0.92, 7.56, -2.66], [2.25, 4.11, -2.03], [2.83, 4.41, -0.53], [4.20, -0.66, -0.71], [4.05, -0.38, 0.79], [4.16, 1.12, 1.00], [3.70, 1.36, 2.33], [3.44, 2.71, 2.52], [2.75, -0.92, 1.25], [3.30, -0.21, -1.19], [4.38, -1.67, -0.92], [5.08, -0.09, -1.09], [4.86, -0.89, 1.35], [3.51, 1.72, 0.37], [5.19, 1.54, 0.92], [2.84, 3.03, 1.65], [4.31, 3.33, 2.70], [2.83, 2.84, 3.42], [2.60, -0.66, 2.20], [2.04, -0.42, 0.71], [1.98, -4.83, -1.52], [1.48, -3.53, -2.14], [0.29, -3.55, -3.02], [-0.96, -3.63, -2.44], [-2.05, -3.49, -3.33], [1.18, -2.59, -1.00], [2.37, -5.47, -2.34], [1.21, -5.34, -0.96], [2.87, -4.63, -0.92], [2.22, -3.08, -2.67], [0.35, -4.39, -3.71], [0.24, -2.63, -3.69], [-2.89, -3.97, -2.95], [-1.83, -3.87, -4.37], [-2.24, -2.47, -3.61], [0.51, -1.90, -1.35], [2.05, -2.05, -0.82]]}

***

{"formula": "C36H62Cl16N4OS2", "method": "wB97M-V/def2-TZVPD", "homo_energy_ha": -0.276, "total_energy_ev": -268356.798, "homo_lumo_gap_ev": 6.71, "spin_multiplicity": 1, "largest_force_ha_per_bohr": 0.1543, "e_above_lowest_kcal_mol": 437.6, "species": ["C", "C", "C", "C", "N", "C", "N", "C", "C", "C", "S", "C", "C", "N", "C", "C", "C", "C", "C", "O", "C", "N", "C", "C", "C", "C", "S", "H", "H", "H", "H", "H", "H", "H", "H", "H", "H", "H", "H", "H", "H", "H", "H", "H", "H", "H", "H", "H", "H", "H", "H", "H", "H", "H", "H", "H", "H", "Cl", "C", "C", "Cl", "H", "H", "H", "H", "Cl", "C", "C", "Cl", "H", "H", "H", "H", "Cl", "C", "C", "Cl", "H", "H", "H", "H", "Cl", "C", "C", "Cl", "H", "H", "H", "H", "Cl", "C", "C", "Cl", "H", "H", "H", "H", "Cl", "C", "C", "Cl", "H", "H", "H", "H", "Cl", "C", "C", "Cl", "H", "H", "H", "H", "Cl", "C", "C", "Cl", "H", "H", "H", "H"], "xyz": [[2.21, -4.98, 1.74], [1.39, -5.13, 0.33], [1.90, -4.12, -0.87], [1.98, -2.52, -0.41], [0.57, -2.03, -0.18], [0.50, -0.73, 0.58], [1.50, -0.43, 1.65], [1.27, 0.88, 2.35], [2.31, 1.29, 3.58], [2.18, 2.71, 4.45], [3.46, 3.03, 5.78], [0.92, 3.68, 4.06], [0.78, 5.09, 4.92], [1.77, 6.08, 4.34], [1.34, 6.61, 2.99], [-0.15, 3.24, 2.87], [-1.43, 4.23, 2.56], [-2.73, 3.35, 3.40], [-2.16, 2.24, 4.61], [-2.89, 3.68, 4.92], [0.01, 1.84, 1.96], [-1.02, 1.63, 0.89], [-0.72, 0.30, 0.24], [-1.77, -0.16, -0.98], [-2.79, -1.27, -0.31], [-4.35, -1.15, -0.87], [-5.18, -2.86, -0.73], [1.71, -5.71, 2.51], [3.38, -5.16, 1.61], [1.99, -3.87, 2.14], [0.24, -4.90, 0.53], [1.42, -6.27, 0.00], [1.16, -4.14, -1.81], [2.93, -4.54, -1.26], [2.46, -1.92, -1.31], [2.67, -2.51, 0.54], [-0.08, -2.76, 0.19], [3.22, 0.59, 3.87], [4.43, 1.99, 5.68], [1.12, 4.86, 6.03], [-0.32, 5.50, 4.99], [2.66, 5.54, 4.15], [2.32, 7.00, 2.44], [0.60, 7.55, 3.06], [0.84, 5.83, 2.28], [-1.75, 4.27, 1.44], [-1.37, 5.28, 3.09], [-3.73, 3.01, 2.73], [-1.31, 2.58, 5.35], [-2.85, 1.34, 4.94], [-1.11, -0.76, -1.77], [-2.30, 0.75, -1.49], [-2.46, -2.39, -0.55], [-2.85, -1.16, 0.87], [-4.27, -0.91, -2.02], [-4.96, -0.33, -0.28], [-4.44, -3.82, -1.48], [-4.15, -5.04, -3.29], [-4.66, -4.59, -4.94], [-4.22, -3.18, -5.31], [-5.10, -1.94, -4.39], [-5.74, -4.71, -5.01], [-4.19, -5.31, -5.62], [-4.43, -3.00, -6.37], [-3.15, -3.04, -5.14], [-7.64, 0.14, -9.90], [-7.83, 0.41, -8.15], [-6.56, 0.10, -7.38], [-6.20, -1.65, -7.36], [-8.68, -0.19, -7.80], [-8.09, 1.47, -8.02], [-6.68, 0.40, -6.33], [-5.70, 0.62, -7.79], [-0.70, -6.33, 3.19], [-0.61, -6.85, 4.89], [0.15, -5.86, 5.75], [1.89, -5.82, 5.36], [-0.15, -7.85, 4.92], [-1.64, -6.95, 5.25], [0.07, -6.14, 6.81], [-0.25, -4.85, 5.64], [1.95, 5.00, 0.06], [3.06, 5.60, -1.20], [3.82, 6.84, -0.74], [2.76, 8.26, -0.58], [2.48, 5.80, -2.10], [3.77, 4.79, -1.41], [4.58, 7.10, -1.48], [4.32, 6.68, 0.22], [-1.87, -7.01, -5.47], [-0.76, -6.40, -6.72], [0.00, -5.17, -6.27], [-1.07, -3.75, -6.10], [-1.34, -6.21, -7.63], [-0.05, -7.21, -6.94], [0.76, -4.90, -7.01], [0.50, -5.33, -5.31], [0.45, 10.88, 2.78], [0.26, 11.16, 4.53], [1.53, 10.84, 5.31], [1.89, 9.10, 5.32], [-0.59, 10.55, 4.88], [0.00, 12.21, 4.66], [1.41, 11.15, 6.35], [2.39, 11.36, 4.89], [2.22, -2.99, -7.73], [2.06, -2.11, -6.19], [3.31, -2.23, -5.33], [3.54, -3.88, -4.71], [1.17, -2.50, -5.67], [1.88, -1.06, -6.44], [3.22, -1.57, -4.46], [4.21, -1.94, -5.88], [5.48, -2.69, 1.27], [6.14, -2.76, 2.92], [5.05, -2.96, 3.97], [4.00, -1.53, 4.12], [6.70, -1.84, 3.10], [6.84, -3.60, 2.95], [5.50, -3.13, 4.95], [4.42, -3.82, 3.73]]}

***

{"formula": "C4H2F2O", "method": "wB97M-V/def2-TZVPD", "homo_energy_ha": -0.407, "total_energy_ev": -11659.009, "homo_lumo_gap_ev": 11.01, "spin_multiplicity": 1, "largest_force_ha_per_bohr": 0.1079, "e_above_lowest_kcal_mol": 58.5, "species": ["C", "C", "C", "O", "C", "F", "F", "H", "H"], "xyz": [[1.23, 1.84, 0.60], [0.24, 1.19, 0.69], [-0.86, -0.14, 0.44], [-1.83, -0.32, 1.07], [-0.32, -1.07, -0.67], [0.12, -2.23, -0.08], [0.57, -0.45, -1.47], [1.96, 2.48, 0.71], [-1.12, -1.30, -1.29]]}

***

{"formula": "C4H7NO2", "method": "wB97M-V/def2-TZVPD", "homo_energy_ha": -0.355, "total_energy_ev": -9845.621, "homo_lumo_gap_ev": 10.45, "spin_multiplicity": 1, "largest_force_ha_per_bohr": 0.0096, "e_above_lowest_kcal_mol": 38.2, "species": ["H", "N", "C", "C", "O", "C", "C", "O", "H", "H", "H", "H", "H", "H"], "xyz": [[-1.31, -1.84, -0.37], [-0.99, -0.89, -0.52], [0.24, -0.76, -0.23], [1.18, -1.79, 0.33], [0.85, 0.45, -0.35], [0.11, 1.58, 0.09], [-1.35, 1.69, -0.34], [-2.19, 2.02, 0.45], [1.23, -1.64, 1.42], [0.83, -2.81, 0.14], [2.19, -1.65, -0.07], [0.13, 1.63, 1.18], [0.65, 2.44, -0.32], [-1.56, 1.55, -1.42]]}

***

{"formula": "C4H10N3", "method": "wB97M-V/def2-TZVPD", "homo_energy_ha": -0.478, "total_energy_ev": -8772.676, "homo_lumo_gap_ev": 9.46, "total_charge": 1, "spin_multiplicity": 1, "largest_force_ha_per_bohr": 0.1041, "e_above_lowest_kcal_mol": 44.4, "species": ["C", "C", "C", "C", "N", "N", "N", "H", "H", "H", "H", "H", "H", "H", "H", "H", "H"], "xyz": [[-4.30, 0.62, 0.11], [-3.34, -0.28, -0.02], [3.03, 0.30, -0.29], [-1.88, 0.10, -0.07], [4.30, 0.42, -0.04], [-0.84, -0.64, -0.12], [2.23, -0.62, 0.20], [-5.44, 0.32, -0.01], [-4.12, 1.59, 0.31], [-3.65, -1.26, -0.28], [2.63, 0.92, -1.03], [-1.80, 1.20, 0.26], [4.82, 1.25, -0.14], [4.63, -0.16, 0.83], [1.27, -0.67, 0.00], [-1.27, -1.53, -0.39], [2.45, -1.05, 1.13]]}

***

{"formula": "C4H8", "method": "wB97M-V/def2-TZVPD", "homo_energy_ha": -0.364, "total_energy_ev": -4275.442, "homo_lumo_gap_ev": 11.17, "spin_multiplicity": 1, "largest_force_ha_per_bohr": 0.0326, "e_above_lowest_kcal_mol": 40.4, "species": ["C", "C", "H", "H", "H", "H", "C", "C", "H", "H", "H", "H"], "xyz": [[-2.06, -0.87, 1.24], [-0.81, -1.22, 1.45], [-2.75, -1.43, 0.63], [-2.54, -0.07, 1.80], [-0.30, -1.91, 0.77], [-0.13, -0.98, 2.25], [1.26, 1.45, -1.91], [1.66, 0.76, -0.84], [1.44, 1.03, -2.88], [0.73, 2.37, -1.74], [1.92, -0.29, -0.93], [1.57, 1.17, 0.16]]}

***

{"formula": "C5H10", "method": "wB97M-V/def2-TZVPD", "homo_energy_ha": -0.365, "total_energy_ev": -5346.033, "homo_lumo_gap_ev": 11.07, "spin_multiplicity": 1, "largest_force_ha_per_bohr": 0.0310, "e_above_lowest_kcal_mol": 28.4, "species": ["C", "C", "C", "C", "C", "H", "H", "H", "H", "H", "H", "H", "H", "H", "H"], "xyz": [[0.08, 1.02, -1.15], [0.06, 0.02, 0.07], [0.13, 0.73, 1.40], [-0.86, -1.17, -0.10], [0.63, -1.34, -0.14], [0.10, 0.49, -2.11], [-0.81, 1.68, -1.20], [0.94, 1.71, -1.17], [-0.38, 1.61, 1.04], [-0.44, 0.36, 2.27], [1.14, 1.00, 1.77], [-1.41, -1.57, 0.75], [-1.41, -1.20, -1.03], [1.11, -1.85, 0.70], [1.12, -1.49, -1.09]]}